Entry 1:
A 14-piece molecular cluster, C21H23BCl39NO3 overall at a distorted geometry, computed with the ωB97M-V functional and the def2-TZVPD basis.

```
88
Properties=species:S:1:pos:R:3:forces:R:3
C -0.3242 0.4859 2.0594 1.3 0.3 0.6
N -1.2497 1.5159 1.4501 -0.4 -1.4 -1.9
C -0.4381 2.5975 0.7685 0.4 0.2 0.6
B -2.2414 0.8634 0.4569 0.7 -0.5 -0.1
O -1.8080 -0.0380 -0.6457 -1.7 3.3 0.8
C -3.8433 1.2910 0.7133 -1.6 3.8 -1.4
C -4.1753 2.7144 0.3129 -0.9 -4.2 1.6
C -5.7189 3.2366 0.5788 -0.7 4.5 -0.9
O -6.0211 4.5133 0.3056 1.5 -7.4 1.5
C -6.8799 2.2575 1.2091 1.7 -3.9 1.2
C -6.5375 0.8375 1.6046 0.5 3.7 -1.5
C -4.9781 0.2921 1.3485 0.5 -3.8 1.5
O -4.6528 -0.9644 1.7073 -1.8 7.5 -2.1
H -0.2928 -0.5258 1.4522 0.0 1.9 1.3
H 0.7664 0.9706 2.0400 -2.4 -1.3 0.0
H -0.5636 0.3094 3.2145 0.2 0.3 -2.7
H 0.3629 2.1273 0.0555 -1.4 1.0 1.1
H -1.1100 3.3611 0.1874 1.2 -1.5 1.0
H 0.1176 3.1925 1.6183 -1.4 -1.6 -1.8
H -2.2056 0.3084 -1.5190 0.6 -1.2 2.0
H -3.3511 3.4208 -0.1724 -2.3 -1.5 1.2
H -7.9831 2.6753 1.3924 3.1 -1.0 -0.5
H -7.3360 0.0881 2.0767 2.1 1.8 -1.2
C 2.1305 0.9499 5.1526 0.0 0.0 0.0
Cl 1.8993 -0.3186 3.9372 0.6 -0.1 0.5
Cl 1.2650 2.4239 4.6858 -0.1 -0.2 0.3
Cl 1.5923 0.3907 6.7455 0.1 0.1 -0.2
H 3.1972 1.1807 5.2109 -0.4 -0.1 0.0
C -1.9793 -2.7921 -3.3488 -0.1 -0.1 0.2
Cl -2.3806 -3.4965 -4.9244 0.0 0.1 0.2
Cl -0.7486 -3.7665 -2.5270 -0.2 0.2 -0.1
Cl -1.4246 -1.1199 -3.5381 0.0 -0.2 -0.2
H -2.8826 -2.7877 -2.7334 0.3 0.0 -0.2
C 3.1668 -5.3103 -1.9312 0.1 0.0 -0.1
Cl 4.1033 -3.8474 -2.2809 -0.3 -0.4 0.1
Cl 4.2270 -6.6015 -1.3411 0.0 0.2 -0.1
Cl 1.8910 -4.9649 -0.7511 0.2 0.5 -0.1
H 2.6962 -5.6478 -2.8582 0.1 0.1 0.3
C 7.4796 -1.6850 -3.5957 0.0 -0.2 0.0
Cl 5.7654 -1.8381 -4.0170 0.3 0.2 -0.1
Cl 7.8072 -0.0926 -2.8911 0.0 -0.1 -0.1
Cl 7.9627 -2.9715 -2.4772 -0.3 0.2 -0.1
H 8.0693 -1.7847 -4.5106 -0.2 0.0 0.3
C 1.0502 -9.5389 -0.5832 0.0 -0.1 0.2
Cl 0.2749 -9.8889 0.9712 0.0 0.0 -0.1
Cl 1.1924 -7.7897 -0.8275 -0.4 -0.8 0.1
Cl 2.6426 -10.3109 -0.6719 -0.1 0.0 0.0
H 0.4242 -9.9482 -1.3802 0.5 0.2 0.8
C 2.9844 4.9894 1.5887 0.1 0.1 -0.1
Cl 3.2937 6.3795 2.6430 0.0 -0.2 -0.1
Cl 3.3950 3.4774 2.4162 0.1 0.2 -0.3
Cl 1.2923 4.9714 1.0634 0.8 0.8 -0.1
H 3.6189 5.0808 0.7034 -0.2 0.0 0.3
C -10.9444 3.2107 -0.1720 -0.1 0.1 0.0
Cl -9.2866 3.8313 -0.0932 -0.7 -0.1 0.2
Cl -11.7042 3.6593 -1.7085 0.1 -0.1 0.4
Cl -10.9607 1.4515 0.0397 0.0 0.1 0.0
H -11.5197 3.6608 0.6411 0.2 -0.2 -0.3
C -9.7490 6.7800 -3.1483 0.2 0.0 0.0
Cl -10.7476 5.6619 -4.0929 0.2 0.3 -0.2
Cl -10.7604 7.7638 -2.0765 0.1 -0.1 -0.1
Cl -8.5338 5.8911 -2.2139 0.0 0.5 -0.5
H -9.2302 7.4476 -3.8409 -0.2 -0.2 0.2
C 7.8852 3.1284 -0.3300 0.0 0.0 -0.1
Cl 8.5488 1.8547 0.7078 -0.1 0.1 -0.2
Cl 6.2799 3.6195 0.2371 -0.1 -0.5 -0.6
Cl 8.9793 4.5211 -0.3824 -0.1 -0.2 -0.1
H 7.7857 2.7302 -1.3430 0.0 0.1 0.4
C -5.0148 -0.6569 5.2641 0.1 -0.1 -0.1
Cl -4.3512 -1.9306 6.3019 -0.1 0.1 -0.1
Cl -6.6201 -0.1658 5.8312 0.1 0.0 -0.1
Cl -3.9207 0.7358 5.2117 -0.1 -0.2 -0.1
H -5.1143 -1.0551 4.2511 0.1 0.1 0.3
C 7.2345 6.8389 2.5161 0.0 -0.1 0.1
Cl 8.8923 7.4596 2.5950 -0.2 0.0 0.0
Cl 6.4747 7.2876 0.9796 0.1 0.0 0.1
Cl 7.2182 5.0798 2.7278 0.1 0.6 0.6
H 6.6592 7.2890 3.3292 0.2 -0.2 -0.3
C -2.0709 -8.9872 -3.1592 -0.3 0.2 0.0
Cl -2.8462 -9.3372 -1.6048 0.1 0.0 -0.2
Cl -1.9287 -7.2381 -3.4035 0.0 -0.3 0.0
Cl -0.4785 -9.7592 -3.2479 -0.5 0.0 -1.0
H -2.6969 -9.3965 -3.9562 0.3 0.1 0.3
C 11.9094 -4.0251 -3.1946 0.0 -0.1 0.0
Cl 11.6782 -5.2935 -4.4100 0.1 0.2 0.1
Cl 11.0440 -2.5511 -3.6614 0.4 0.0 0.0
Cl 11.3712 -4.5843 -1.6017 0.1 0.1 -0.2
H 12.9761 -3.7943 -3.1363 -0.4 -0.1 0.0
```
Positions in Å, forces in eV/Å.

Computed properties:
LUMO energy ... -2.01 eV
2S+1 ... 1
Frontier orbital gap ... 6.797 eV
Energy ... -518825.3341 eV

***

Entry 2:
C24H30HgN8O2S4 as an isolated structure, computed with the ωB97M-V functional and the def2-TZVPD basis.

```
69
Properties=species:S:1:pos:R:3:forces:R:3
Hg 0.5969 -0.0443 -0.9784 0.1 0.0 -0.1
C -0.0930 -5.4297 2.7291 0.0 0.0 0.0
C 0.6977 -4.2939 3.3700 0.0 0.0 0.0
N 1.4858 -3.5306 2.4211 0.0 0.0 0.0
C 0.9007 -2.6622 1.5244 0.0 0.0 0.0
S 1.9276 -2.1938 0.1991 0.0 0.1 0.1
N -0.3343 -2.3377 1.7832 0.0 0.0 0.0
N -0.8826 -1.3749 0.9718 0.0 -0.1 0.0
C -2.1601 -1.3528 0.9022 -0.1 0.1 0.0
C -3.0682 -2.3411 1.5744 0.0 0.0 0.0
C -2.7843 -0.2553 0.1077 0.0 0.0 0.0
C -4.1642 -0.0725 0.1066 0.0 0.0 0.0
C -4.7079 0.9559 -0.6447 0.0 0.0 0.0
C -3.8684 1.7730 -1.3792 0.0 0.0 0.0
C -2.5043 1.5226 -1.3281 0.0 0.0 0.0
N -1.9830 0.5433 -0.6003 0.0 0.0 0.0
H -0.6930 -5.9572 3.4743 0.0 0.0 0.0
H 0.5760 -6.1524 2.2565 0.0 0.0 0.0
H -0.7609 -5.0310 1.9655 0.0 0.0 0.0
H 1.3843 -4.6849 4.1246 0.0 0.0 0.0
H 0.0184 -3.6049 3.8693 0.0 0.0 0.0
H 2.3246 -3.9587 2.0669 0.0 0.0 0.0
H -2.4777 -3.1036 2.0715 0.0 0.0 0.0
H -3.7177 -2.8077 0.8309 0.0 0.0 0.0
H -3.6982 -1.8443 2.3170 0.0 0.0 0.0
H -4.8052 -0.7310 0.6736 0.0 0.0 0.0
H -5.7798 1.1108 -0.6580 0.0 0.0 0.0
H -4.2475 2.5889 -1.9790 0.0 0.0 0.0
H -1.7950 2.1295 -1.8784 0.0 0.0 0.0
N 3.1048 0.9821 -0.4210 0.0 0.0 0.0
C 3.0841 1.2479 1.0092 0.0 0.0 0.0
C 1.8843 2.1151 1.3632 0.0 0.0 -0.1
N 0.6295 1.4555 1.0183 0.0 0.0 0.1
H 3.7872 0.2849 -0.6817 0.0 0.0 0.0
H 3.2137 1.8154 -0.9866 0.0 0.0 0.0
H 3.9914 1.7450 1.3787 0.0 0.0 0.0
H 3.0046 0.2824 1.5166 0.0 0.0 0.0
H 1.9434 3.0428 0.7915 0.0 0.0 0.0
H 1.9314 2.4011 2.4192 0.0 0.0 0.0
H -0.1281 2.1263 0.9436 0.0 0.0 0.0
H 0.3694 0.7490 1.6979 0.0 0.0 0.0
S -3.4810 -2.8929 -2.1630 -0.1 0.0 0.0
C -2.0825 -3.7853 -2.3783 0.0 0.0 0.0
N -0.8562 -3.1931 -2.2482 0.0 0.0 0.1
C 0.3321 -3.8141 -2.4132 0.0 0.0 -0.1
C 0.3813 -5.1311 -2.7449 0.0 0.0 0.0
C -0.8454 -5.8163 -2.8829 0.0 0.0 0.0
C -2.0332 -5.1736 -2.7057 0.0 0.0 0.0
H -0.8377 -2.2141 -1.9576 0.0 0.0 -0.1
H 1.1981 -3.1944 -2.2392 0.0 0.0 0.0
H 1.3323 -5.6250 -2.8710 0.0 0.0 0.0
H -0.8448 -6.8712 -3.1312 0.0 0.0 0.0
H -2.9777 -5.6865 -2.8080 0.0 0.0 0.0
O -0.2441 4.6331 1.7031 0.0 0.0 0.0
S -0.2966 5.1844 0.3691 0.0 0.0 0.0
O -1.2712 6.2150 0.1267 0.0 0.0 0.0
N -0.3931 3.9899 -0.7288 0.0 0.0 0.0
C 0.6876 3.9054 -1.4848 0.0 0.0 0.0
S 0.9529 2.7727 -2.6917 0.0 0.0 0.0
C 1.7301 4.9412 -1.1474 0.0 0.0 0.0
C 2.9761 5.1331 -1.7202 0.0 0.0 0.0
C 3.7841 6.1448 -1.2172 0.0 0.0 0.0
C 3.3544 6.9500 -0.1639 0.0 0.0 0.0
C 2.1031 6.7581 0.4091 0.0 0.0 0.0
C 1.3174 5.7471 -0.1060 0.0 0.0 0.0
H 3.2886 4.4980 -2.5394 0.0 0.0 0.0
H 4.7632 6.3129 -1.6486 0.0 0.0 0.0
H 4.0031 7.7316 0.2113 0.0 0.0 0.0
H 1.7568 7.3734 1.2293 0.0 0.0 0.0
```
Positions in Å, forces in eV/Å.

Computed properties:
LUMO energy (spin up / spin down) ... 2.56 / 2.04 eV
Total charge ... -1
2S+1 ... 2
Frontier orbital gap (spin up / spin down) ... 5.927 / 7.163 eV
Energy ... -88908.6622 eV

***

Entry 3:
A 2-piece molecular cluster, C3H9NO2 overall at a distorted geometry, computed with the ωB97M-V functional and the def2-TZVPD basis.

```
15
Properties=species:S:1:pos:R:3:forces:R:3
C 0.8087 0.7863 0.4759 0.1 1.2 2.1
C 0.2271 -0.1099 1.6026 -0.4 -1.4 -1.7
N -0.7433 -1.0944 1.0120 0.6 2.3 0.9
C -1.6509 -0.7134 0.0402 0.6 -2.5 1.2
O -1.9936 -1.5910 -0.7280 -0.9 1.2 -0.6
H 1.7128 0.4662 -0.0545 -0.6 -0.6 -0.1
H 1.1821 1.6330 1.0810 -0.1 0.3 -0.7
H -0.0075 1.1342 -0.1540 0.4 0.1 -0.3
H 1.0582 -0.7157 1.9581 -0.2 0.1 0.6
H -0.2587 0.4302 2.4252 0.4 0.1 -0.3
H -0.4620 -2.0541 1.0861 -0.3 -0.2 -0.6
H -2.0926 0.3102 0.1662 0.4 -0.5 -0.4
O 0.9975 0.3478 -3.1540 0.7 -0.3 -0.4
H 0.4247 1.0252 -3.5187 -0.2 0.0 0.5
H 0.7975 0.1454 -2.2379 -0.5 0.3 -0.1
```
Positions in Å, forces in eV/Å.

Computed properties:
LUMO energy ... 0.80 eV
SMILES ... CCNC=O.O
2S+1 ... 1
Frontier orbital gap ... 10.476 eV
Energy ... -8841.4128 eV

***

Entry 4:
An isolated ion of composition C5H13N5 and charge +2 at a distorted geometry, computed with the ωB97M-V functional and the def2-TZVPD basis.

```
23
Properties=species:S:1:pos:R:3:forces:R:3
C -0.6975 -2.1945 0.5927 0.1 -1.8 1.5
C -0.3685 -0.8382 0.8712 0.1 -0.3 -0.2
C 0.9605 -0.5982 1.4689 1.0 2.0 1.0
N -1.3038 0.0197 0.6306 0.4 2.2 1.5
C -0.8708 1.4696 0.6975 -1.7 -1.6 0.8
N -1.0557 2.1982 1.7871 0.4 -1.4 -1.2
N -0.3489 1.8809 -0.3507 0.5 1.2 -1.0
C 0.0500 1.2268 -1.4209 3.3 -0.1 -2.6
N 0.9539 0.2583 -1.4185 -1.7 0.9 0.3
N 1.4071 -0.1058 -2.7720 -2.6 -0.9 0.8
H -0.7427 -2.6860 1.6095 -0.1 -0.1 -1.2
H 0.0412 -2.6675 0.0026 1.6 -0.6 0.0
H -1.5177 -2.3644 -0.0342 -2.0 0.0 -0.2
H 1.5146 -1.5198 1.5853 0.0 -0.2 -0.3
H 0.8646 -0.1849 2.5146 -0.2 -0.3 -0.9
H 1.6185 0.1516 0.9293 -1.0 -0.9 0.5
H -2.2772 -0.2842 0.4265 0.9 0.5 0.0
H -1.1409 3.1599 1.7412 0.5 2.5 -0.7
H -1.5300 1.8969 2.5652 -1.3 -1.6 2.0
H -0.0245 1.7549 -2.4056 -0.9 -0.2 0.7
H 1.2473 0.6491 -3.4914 -0.2 -1.0 0.4
H 0.8115 -1.0574 -2.9096 2.5 2.5 -0.6
H 2.4091 -0.1648 -2.6193 0.3 -0.9 -0.6
```
Positions in Å, forces in eV/Å.

Computed properties:
LUMO energy ... -7.61 eV
SMILES ... CC(C)=[NH+]/C(N)=N\C=N\[NH3+]
Total charge ... +2
2S+1 ... 1
Frontier orbital gap ... 10.370 eV
Energy ... -12827.3489 eV

***

Entry 5:
C4H6O2S as an isolated structure at a distorted geometry, computed with the ωB97M-V functional and the def2-TZVPD basis.

```
13
Properties=species:S:1:pos:R:3:forces:R:3
C 1.1711 0.5417 -0.5854 -1.4 0.2 -0.7
C -0.2777 0.9580 -0.3421 2.0 -1.8 -3.7
C -1.2217 -0.4076 0.9945 -1.5 -1.5 0.2
C -0.0615 -0.4932 -0.8872 1.7 2.7 3.3
H 2.2582 -1.2260 0.4756 0.2 3.8 1.9
H 1.5871 0.9103 -1.5908 -0.2 -0.4 2.0
H -0.7750 1.6606 -0.8784 -0.7 2.2 -2.4
H -1.0885 -0.5832 2.0499 -0.6 -0.8 0.3
H -2.2345 -0.5845 0.5138 0.5 0.4 1.1
H -0.2696 -0.8830 -1.8418 -0.1 -0.3 -1.0
O -0.8422 0.9111 0.8425 -0.2 -0.3 2.6
O -0.3787 -1.2749 0.2479 0.4 0.6 -0.4
S 2.1333 0.4708 1.0014 -0.1 -4.7 -3.3
```
Positions in Å, forces in eV/Å.

Computed properties:
LUMO energy ... -0.01 eV
2S+1 ... 1
Frontier orbital gap ... 9.194 eV
Energy ... -19170.8185 eV

***

Entry 6:
A single C3H8N2O molecule at a distorted geometry, computed with the ωB97M-V functional and the def2-TZVPD basis.

```
14
Properties=species:S:1:pos:R:3:forces:R:3
C 0.7279 1.2162 -1.6494 -0.5 1.4 -0.3
N 0.3381 0.8817 -0.2960 -0.2 -0.1 0.0
C 0.7011 -0.3442 0.2118 -0.4 1.0 0.3
O 1.5925 -1.0012 -0.2704 0.3 -0.4 0.0
C -0.1428 -0.7993 1.4039 0.0 0.1 -0.6
N -1.5524 -0.8368 0.9445 0.7 -0.1 0.3
H 0.4266 2.2465 -1.8817 -0.3 -0.1 0.4
H 1.7981 1.3056 -1.7966 0.1 -0.9 0.0
H 0.1707 0.6127 -2.3655 0.6 -0.4 -0.2
H -0.5803 1.2284 -0.0319 0.3 -0.3 0.2
H -0.0976 -0.1055 2.2429 0.2 0.2 -0.1
H 0.3030 -1.7366 1.7420 -0.3 -0.2 -0.1
H -1.6295 -1.3552 0.0686 0.0 -0.1 0.5
H -2.0555 -1.3123 1.6780 -0.5 -0.2 -0.2
```
Positions in Å, forces in eV/Å.

Computed properties:
LUMO energy ... 0.91 eV
SMILES ... CNC(=O)CN
2S+1 ... 1
Frontier orbital gap ... 10.509 eV
Energy ... -8268.5139 eV